(1)
This record from the OMol25 dataset describes a structure of composition C3H6N6 in a non-equilibrium geometry. The level of theory is ωB97M-V with the def2-TZVPD basis set.

Computed properties:
HOMO	-9.53	eV
lowest unoccupied orbital energy	-1.5367	eV
electronic energy	-12140.795	eV

The geometry in ORCA input format:
```
! RIJCOSX wB97M-V def2-TZVPD def2/J DEFGRID3
* xyz 0 1
C -3.04 -0.66 0.54
C -1.00 0.37 -0.32
C 1.79 -0.33 0.09
H -2.67 -1.86 0.72
H -3.70 -0.25 -0.54
H -3.60 -0.37 1.76
H 3.22 0.34 0.73
H 1.98 1.80 0.12
H -0.36 2.27 0.13
N -2.11 0.47 0.15
N -0.41 -0.81 -0.69
N 0.83 -1.14 -0.53
N 3.05 -0.71 0.48
N 1.31 1.00 0.39
N -0.01 1.44 -0.48
*
```

Atomic partial charges in e from the natural (NBO) method, atoms 1 to 2: -0.49 0.44

(2)
This record from the OMol25 dataset describes a structure of composition C9H9N3O2S2 in a non-equilibrium geometry. The level of theory is ωB97M-V with the def2-TZVPD basis set.

Computed properties:
HOMO	-9.47	eV
lowest unoccupied orbital energy	-1.1226	eV
electronic energy	-39713.321	eV

The geometry in ORCA input format:
```
! RIJCOSX wB97M-V def2-TZVPD def2/J DEFGRID3
* xyz 0 1
C -1.71 -3.63 -0.42
C -2.62 -2.80 0.04
C -2.77 -1.38 -0.41
N -2.55 -0.46 0.69
S -2.12 1.09 0.26
O -2.80 1.50 -0.94
O -2.23 1.89 1.43
C -0.39 0.81 -0.13
C 0.42 0.37 0.87
C 1.76 0.12 0.54
N 2.74 -0.31 1.35
S 4.09 -0.45 0.49
N 3.52 0.02 -0.94
C 2.23 0.32 -0.81
C 1.34 0.77 -1.81
C 0.04 1.01 -1.45
H -0.68 1.36 -2.17
H 1.71 0.92 -2.81
H 0.05 0.24 1.87
H -3.28 -0.47 1.39
H -3.76 -1.22 -0.86
H -2.02 -1.14 -1.16
H -3.32 -3.11 0.81
H -1.63 -4.64 -0.07
H -1.01 -3.33 -1.18
*
```

Atomic partial charges in e from the natural (NBO) method, atoms 1 to 2: -0.37 -0.18

(3)
This record from the OMol25 dataset describes an isolated molecule of C5H8FNS in a non-equilibrium geometry. The level of theory is ωB97M-V with the def2-TZVPD basis set.

Computed properties:
SMILES string	CN[C@@]1(C=S)C[C@@H]1F
HOMO	-9.13	eV
lowest unoccupied orbital energy	-1.0800	eV
electronic energy	-20353.819	eV

The geometry in ORCA input format:
```
! RIJCOSX wB97M-V def2-TZVPD def2/J DEFGRID3
* xyz 0 1
C -1.06 1.63 -0.09
N -0.50 0.64 0.98
C 0.11 -0.33 0.14
C -0.78 -1.34 -0.55
S -2.31 -1.73 0.18
C 1.37 0.09 -0.54
C 1.46 -0.79 0.68
F 1.87 -2.07 0.27
H -1.62 2.27 0.54
H -0.23 2.08 -0.68
H -1.82 1.07 -0.82
H -1.35 0.25 1.43
H 0.02 -2.01 -1.07
H 1.41 -0.51 -1.45
H 1.56 1.24 -0.72
H 1.85 -0.48 1.71
*
```

Atomic partial charges in e from the natural (NBO) method, atoms 1 to 2: -0.43 -0.61

(4)
This record from the OMol25 dataset describes a structure of composition H3O3P3 in a non-equilibrium geometry. The level of theory is ωB97M-V with the def2-TZVPD basis set.

Computed properties:
HOMO	0.14	eV
lowest unoccupied orbital energy	7.3599	eV
electronic energy	-34056.693	eV

The geometry in ORCA input format:
```
! RIJCOSX wB97M-V def2-TZVPD def2/J DEFGRID3
* xyz -2 1
O 1.49 -1.23 1.09
O 0.88 1.26 0.67
O 2.74 0.15 -0.64
P -1.08 1.11 -0.08
P -0.36 -0.49 -1.35
P 1.48 -0.08 0.13
H -1.32 0.38 1.25
H -2.68 0.86 -0.64
H -1.15 -1.97 -0.42
*
```

Atomic partial charges in e from the natural (NBO) method, atoms 1 to 2: -1.22 -1.19

(5)
This record from the OMol25 dataset describes a cluster of 2 separate species, C10H16NO3S in total in a non-equilibrium geometry. The level of theory is ωB97M-V with the def2-TZVPD basis set.

Computed properties:
HOMO (alpha / beta)	-4.18 / -3.85	eV
lowest unoccupied orbital energy (alpha / beta)	3.3590 / 3.2250	eV
electronic energy	-29094.143	eV

The geometry in ORCA input format:
```
! RIJCOSX wB97M-V def2-TZVPD def2/J DEFGRID3
* xyz -1 1
C -1.03 1.83 -0.31
C 2.33 1.44 -0.74
C -2.40 1.14 -0.41
C -1.79 0.11 1.74
C -0.37 0.74 1.70
C -2.10 -0.20 0.26
C -0.11 0.78 0.21
C -0.70 -0.53 -0.31
C -0.09 -1.80 0.26
C -0.63 -0.62 -1.83
N 2.87 -1.20 -0.94
O 2.79 -0.28 1.43
O -0.85 3.00 -0.52
O 4.63 0.40 -0.06
S 3.19 0.17 0.10
H 2.38 2.27 -0.02
H -3.16 1.74 0.10
H -2.72 1.03 -1.45
H -1.82 -0.80 2.35
H -2.53 0.80 2.15
H -0.35 1.73 2.15
H 0.38 0.11 2.19
H -2.88 -0.96 0.12
H -0.49 -2.67 -0.27
H -0.28 -1.92 1.32
H 0.99 -1.76 0.11
H -1.40 -1.30 -2.22
H 0.35 -1.01 -2.10
H -0.74 0.35 -2.31
H 2.85 -0.79 -1.87
H 3.69 -1.79 -0.86
*
```

Atomic partial charges in e from the natural (NBO) method, atoms 1 to 2: 0.55 -0.71

(6)
This record from the OMol25 dataset describes a structure of composition C3H7N2O2S in a non-equilibrium geometry. The level of theory is ωB97M-V with the def2-TZVPD basis set.

Computed properties:
HOMO (alpha / beta)	-3.38 / -3.03	eV
lowest unoccupied orbital energy (alpha / beta)	3.8201 / 3.7894	eV
electronic energy	-21131.662	eV

The geometry in ORCA input format:
```
! RIJCOSX wB97M-V def2-TZVPD def2/J DEFGRID3
* xyz -1 1
C 0.53 0.84 -0.69
C 0.42 0.36 -2.15
C -0.76 0.26 -1.18
N -1.45 -0.96 0.67
N -1.14 -0.98 -0.57
O 0.83 0.46 3.21
O 1.09 -1.96 3.23
S 1.05 -0.74 2.39
H 1.13 0.20 -0.01
H 0.48 1.84 -0.44
H 0.38 1.18 -2.80
H 0.87 -0.57 -2.42
H -1.39 1.03 -1.54
H -1.73 0.02 0.97
H -0.31 -0.97 1.34
*
```

Atomic partial charges in e from the natural (NBO) method, atoms 1 to 2: -0.45 -0.43

Which of these has the highest electronic energy?
C3H6N6

The highest electronic energy belongs to which entry?
C3H6N6